Record 1
Formula: C2H5FN2
Source: OMol25
Level of theory: ωB97M-V with the def2-TZVPD basis set

Relative energy (zero: lowest compared OMol25 entry of this formula, charge and spin) (kJ/mol): 134.1
LUMO level (eV): 1.0
Electronic energy (eV): -7850.965
HOMO energy (eV): -9.37
SMILES string: N/N=C/CF

Structure (ORCA input):
```
! wB97M-V def2-TZVPD RIJCOSX def2/J DEFGRID3
* xyz 0 1
N 2.287 -0.072 -0.027
N 0.917 -0.284 0.319
C 0.058 0.552 -0.162
C -1.347 0.510 0.260
F -1.857 -0.703 -0.253
H 2.381 0.235 -0.956
H 2.846 -0.871 0.255
H 0.247 1.320 -0.954
H -1.964 1.336 -0.087
H -1.492 0.420 1.386
*
```


Record 2
Formula: C12H40NO9
Source: OMol25
Level of theory: ωB97M-V with the def2-TZVPD basis set

Relative energy (zero: lowest compared OMol25 entry of this formula, charge and spin) (kJ/mol): 2046.6
LUMO level (eV): -2.8
Electronic energy (eV): -32982.852
HOMO energy (eV): -10.71

Structure (ORCA input):
```
! wB97M-V def2-TZVPD RIJCOSX def2/J DEFGRID3
* xyz 1 1
N -0.362 -0.038 -0.307
H -1.307 0.275 -0.137
H 0.291 0.182 0.431
H 0.012 0.412 -1.130
H -0.311 -1.043 -0.394
C 0.909 0.178 2.785
C -0.018 -1.033 2.502
O -1.249 -0.690 1.905
H 1.244 0.817 1.968
H 1.770 -0.204 3.334
H 0.250 0.783 3.408
H -0.222 -1.331 3.531
H 0.523 -1.860 2.042
H -1.766 -0.095 2.453
C 2.162 0.270 -3.179
C 0.705 0.514 -2.952
O 0.396 1.046 -1.700
H 2.298 -0.186 -4.160
H 2.419 -0.542 -2.500
H 2.791 1.125 -2.932
H 0.200 -0.418 -3.206
H 0.467 1.205 -3.761
H 0.699 1.953 -1.624
C 2.621 1.741 0.260
C 2.649 0.245 0.008
O 1.639 -0.354 0.668
H 3.595 2.077 -0.095
H 2.504 1.902 1.332
H 1.812 2.149 -0.346
H 3.561 -0.211 0.393
H 2.676 0.058 -1.065
H 1.744 -1.305 0.592
C 0.355 -3.092 -0.800
C -0.532 -2.500 -2.013
O -0.801 -1.167 -1.957
O -0.068 -2.507 0.370
H 1.442 -3.112 -0.880
H 0.217 -4.173 -0.778
H -1.506 -2.967 -1.869
H -0.261 -2.692 -3.051
H -1.535 -1.012 -2.556
H -1.013 -2.357 0.292
C -3.162 -0.875 -0.508
C -3.265 -1.949 0.639
O -2.046 -2.605 0.820
O -2.331 0.164 -0.077
H -4.177 -0.599 -0.794
H -2.684 -1.088 -1.464
H -4.110 -2.615 0.464
H -3.635 -1.423 1.518
H -1.698 -2.410 1.694
H -2.617 0.537 0.760
C -0.151 3.852 1.149
C -0.094 2.367 1.533
O -0.985 1.556 0.892
O 0.564 4.126 -0.095
H 0.412 4.283 1.977
H -1.145 4.291 1.232
H -0.435 2.405 2.568
H 0.929 2.059 1.313
H -1.797 1.392 1.376
H 1.428 4.487 0.117
*
```


Record 3
Formula: C3H8N4
Source: OMol25
Level of theory: ωB97M-V with the def2-TZVPD basis set

Relative energy (zero: lowest compared OMol25 entry of this formula, charge and spin) (kJ/mol): 349.6
LUMO level (eV): 0.7
Electronic energy (eV): -9198.010
HOMO energy (eV): -8.90
SMILES string: [H]/N=C(C)\N=N/NC

Structure (ORCA input):
```
! wB97M-V def2-TZVPD RIJCOSX def2/J DEFGRID3
* xyz 0 1
H 1.443 1.077 -0.298
N 0.660 1.590 0.123
C 0.100 0.844 0.989
C -1.124 1.224 1.752
N 0.707 -0.471 1.390
N 0.753 -1.326 0.523
N -0.025 -0.956 -0.706
C 0.552 -1.322 -1.975
H -2.002 1.112 1.111
H -1.255 0.598 2.636
H -1.041 2.264 2.078
H -0.878 -0.404 -0.726
H 0.855 -2.374 -1.969
H 1.429 -0.692 -2.150
H -0.174 -1.165 -2.777
*
```


Record 4
Formula: C44H47GeN3O3STaTe
Source: OMol25
Level of theory: ωB97M-V with the def2-TZVPD basis set

Relative energy (zero: lowest compared OMol25 entry of this formula, charge and spin) (kJ/mol): 109.1
LUMO level (eV): -10.2
Electronic energy (eV): -133176.471
HOMO energy (eV): -15.52

Structure (ORCA input):
```
! wB97M-V def2-TZVPD RIJCOSX def2/J DEFGRID3
* xyz 3 1
Ta 1.082 0.896 -0.280
C 4.104 -5.587 -1.856
C 4.852 -4.255 -1.935
C 5.604 -4.174 -3.275
C 5.865 -4.178 -0.773
C 3.935 -3.065 -1.797
C 4.416 -1.757 -1.922
C 3.591 -0.690 -1.664
N 2.290 -0.819 -1.332
C 1.787 -2.071 -1.278
C 2.577 -3.183 -1.489
C 0.368 -2.174 -0.906
C -0.368 -3.334 -1.022
C -1.678 -3.410 -0.533
C -2.151 -2.273 0.128
C -1.392 -1.128 0.159
N -0.170 -1.042 -0.399
C -2.494 -4.673 -0.660
C -3.989 -4.420 -0.437
C -2.293 -5.296 -2.051
C -1.986 -5.646 0.425
H 4.821 -6.401 -1.955
H 3.377 -5.692 -2.664
H 3.600 -5.713 -0.895
H 6.243 -5.051 -3.377
H 6.242 -3.293 -3.334
H 4.908 -4.160 -4.115
H 6.537 -5.033 -0.832
H 5.356 -4.207 0.193
H 6.469 -3.271 -0.824
H 5.439 -1.553 -2.201
H 3.985 0.313 -1.728
H 2.135 -4.162 -1.389
H 0.075 -4.195 -1.499
H -3.121 -2.268 0.602
H -1.775 -0.243 0.648
H -4.376 -3.668 -1.129
H -4.213 -4.115 0.586
H -4.530 -5.347 -0.620
H -2.471 -4.563 -2.841
H -3.004 -6.110 -2.182
H -1.294 -5.714 -2.182
H -2.160 -5.244 1.424
H -0.920 -5.855 0.316
H -2.527 -6.588 0.336
Ge -3.889 2.048 -1.485
C -3.999 3.808 -2.300
C -4.221 3.894 -3.672
C -4.380 5.141 -4.257
C -4.338 6.288 -3.477
C -4.109 6.199 -2.110
C -3.942 4.959 -1.516
C -4.497 1.621 0.317
C -4.180 2.447 1.394
C -4.708 2.182 2.648
C -5.551 1.093 2.831
C -5.856 0.259 1.764
C -5.333 0.521 0.506
H -4.024 0.880 -2.461
H -4.281 2.999 -4.280
H -4.551 5.215 -5.323
H -4.493 7.256 -3.934
H -4.070 7.093 -1.502
H -3.776 4.892 -0.447
H -3.534 3.307 1.257
H -4.475 2.838 3.476
H -5.974 0.903 3.808
H -6.517 -0.586 1.907
H -5.601 -0.112 -0.333
N -1.955 1.766 -1.227
C -0.861 1.535 -0.964
C 2.459 1.072 7.907
C 2.277 1.120 6.426
C 1.909 2.313 5.787
C 1.692 2.358 4.428
C 1.869 1.183 3.698
C 2.267 -0.017 4.291
C 2.469 -0.032 5.655
S 1.464 1.084 2.032
O 0.015 1.019 1.730
O 1.902 2.191 1.091
O 2.048 -0.102 1.339
H 1.590 1.493 8.414
H 3.322 1.667 8.214
H 2.608 0.053 8.254
H 1.791 3.217 6.369
H 1.408 3.280 3.936
H 2.419 -0.901 3.685
H 2.783 -0.950 6.133
Te 1.943 2.192 -2.416
C 1.926 4.286 -1.854
C 0.800 4.871 -1.294
C 0.891 6.185 -0.860
C 2.084 6.886 -0.985
C 3.191 6.284 -1.568
C 3.119 4.973 -2.014
H -0.137 4.332 -1.225
H 0.027 6.673 -0.430
H 2.143 7.906 -0.633
H 4.115 6.834 -1.684
H 3.970 4.501 -2.489
*
```


Record 5
Formula: C2H3Br2N3
Source: OMol25
Level of theory: ωB97M-V with the def2-TZVPD basis set

Relative energy (zero: lowest compared OMol25 entry of this formula, charge and spin) (kJ/mol): 378.0
LUMO level (eV): 0.4
Electronic energy (eV): -146674.272
HOMO energy (eV): -9.38

Structure (ORCA input):
```
! wB97M-V def2-TZVPD RIJCOSX def2/J DEFGRID3
* xyz 0 1
C -0.450 1.520 0.454
C 0.387 1.046 -0.429
N -0.788 -2.676 -1.008
N -0.421 -2.071 -0.151
N 0.077 -1.335 0.613
Br -2.299 1.472 -0.097
Br 2.241 0.900 -0.071
H -0.074 1.532 1.455
H 0.273 0.922 -1.546
H 1.054 -1.311 0.779
*
```


Record 6
Formula: C7H10ClCrNO4
Source: OMol25
Level of theory: ωB97M-V with the def2-TZVPD basis set

Relative energy (zero: lowest compared OMol25 entry of this formula, charge and spin) (kJ/mol): 0.0
LUMO level (alpha / beta) (eV): 3.0 / 3.1
Electronic energy (eV): -58036.878
HOMO energy (alpha / beta) (eV): -3.46 / -3.99

Structure (ORCA input):
```
! wB97M-V def2-TZVPD RIJCOSX def2/J DEFGRID3
* xyz -1 4
C -0.951 1.259 -2.119
C 0.459 1.041 -2.387
C 1.218 1.750 -1.351
C 0.273 2.326 -0.451
C -1.079 2.041 -0.972
Cr -0.012 0.064 -0.409
N -1.191 -1.246 0.025
C -0.300 -2.484 0.179
C 0.885 -2.126 -0.663
H 2.293 1.875 -1.303
H 0.853 0.509 -3.267
H 0.484 2.902 0.448
H -2.040 2.336 -0.534
H -1.785 0.882 -2.695
H 0.778 -2.241 -1.679
H -0.923 -3.331 -0.146
H -2.233 -1.029 0.096
H 1.794 -1.875 -0.239
H -0.099 -2.472 1.260
O 0.120 -1.488 3.227
Cl 0.304 -0.041 3.283
O -0.979 0.639 3.246
O 1.087 0.359 4.442
O 1.047 0.349 2.009
*
```